Record 1
Here is a structure of composition C39H47BBrMnN8O2S5 from OMol25. Energies are from wB97M-V/def2-TZVPD.

Structure (XYZ):
```
104
Properties=species:S:1:pos:R:3:lowdin_spin:R:1
Mn -0.827 -0.160 -0.811 3.96
C 2.947 3.330 -1.402 0.00
C 3.044 2.312 -0.301 0.00
C 4.206 2.096 0.355 0.00
C 4.289 1.101 1.359 0.00
N 3.223 0.464 1.737 0.02
N 2.045 0.652 1.086 0.01
B 0.888 -0.181 1.845 0.02
N 1.732 -1.340 2.542 0.43
N 1.677 -1.794 3.759 0.16
C 1.646 -3.086 3.972 0.17
C 1.366 -4.020 2.849 0.02
C 0.793 -3.624 0.727 0.01
C 0.500 -4.555 -0.415 0.00
C 0.988 -2.093 0.436 0.03
S 1.236 -1.605 -1.249 0.07
C 1.924 -3.621 5.352 0.02
C 0.733 -4.490 5.784 0.01
C 2.140 -2.500 6.359 0.00
C 3.196 -4.482 5.267 0.01
N 0.116 0.832 2.743 0.00
N 0.904 1.182 3.795 0.00
C 0.469 2.075 4.633 0.00
C -0.829 2.626 4.491 0.00
C -1.596 2.336 3.418 0.00
C -2.942 2.968 3.238 0.00
C -1.063 1.431 2.434 0.00
S -1.981 1.195 1.019 -0.01
C 1.456 2.559 5.695 0.00
C 2.173 1.366 6.325 0.00
C 2.467 3.461 4.975 0.00
C 0.761 3.364 6.794 0.00
C 1.924 1.482 0.043 0.00
S 0.590 1.632 -0.997 -0.11
C 5.602 0.686 2.033 0.00
C 5.685 -0.843 2.036 0.00
C 6.803 1.254 1.276 0.00
C 5.626 1.194 3.477 0.00
H 3.857 3.927 -1.437 0.00
H 2.091 3.992 -1.262 0.00
H 2.807 2.841 -2.369 0.00
H 5.080 2.672 0.084 0.00
H 1.536 -5.045 3.156 0.00
H 0.546 -5.592 -0.073 0.00
H 1.206 -4.415 -1.232 0.00
H -0.502 -4.366 -0.813 0.00
H -0.193 -3.911 5.809 0.00
H 0.921 -4.876 6.788 0.00
H 0.581 -5.346 5.122 0.00
H 1.247 -1.880 6.453 0.00
H 2.972 -1.855 6.071 0.00
H 2.363 -2.936 7.334 0.00
H 3.075 -5.350 4.616 0.00
H 3.433 -4.850 6.267 0.00
H 4.049 -3.897 4.914 0.00
H -1.200 3.325 5.228 0.00
H -3.173 3.606 4.089 0.00
H -3.718 2.207 3.137 0.00
H -2.971 3.564 2.324 0.00
H 2.683 0.769 5.568 0.00
H 1.463 0.720 6.846 0.00
H 2.907 1.721 7.053 0.00
H 2.950 2.918 4.164 0.00
H 3.234 3.800 5.676 0.00
H 1.977 4.345 4.555 0.00
H -0.016 2.785 7.302 0.00
H 0.317 4.288 6.418 0.00
H 1.503 3.645 7.543 0.00
H 5.678 -1.245 1.019 0.00
H 4.850 -1.279 2.590 0.00
H 6.616 -1.152 2.517 0.00
H 6.785 0.983 0.217 0.00
H 7.721 0.848 1.705 0.00
H 6.864 2.343 1.356 0.00
H 4.812 0.750 4.054 0.00
H 5.529 2.281 3.520 0.00
H 6.575 0.921 3.946 0.00
Br -2.348 -3.383 3.597 0.00
C -0.980 -2.877 2.391 0.01
C 0.015 -3.907 2.039 0.01
C 2.129 -3.639 1.560 0.02
C 2.224 -2.129 1.400 0.03
N 0.016 -1.113 1.021 0.05
C -1.003 -1.661 1.876 0.00
H -0.475 -4.878 2.006 0.00
H 3.014 -4.209 1.293 0.00
H 3.151 -1.722 1.010 0.01
H -1.818 -0.991 2.101 0.00
O -1.088 2.518 -3.483 0.00
S -1.641 1.279 -3.926 0.01
O -1.167 0.640 -5.106 0.00
N -1.592 0.150 -2.654 0.02
C -2.816 -0.185 -2.250 0.02
S -2.936 -1.283 -0.958 -0.04
C -3.912 0.507 -2.954 0.00
C -5.273 0.396 -2.752 0.00
C -6.113 1.146 -3.567 0.00
C -5.591 1.975 -4.558 0.00
C -4.219 2.088 -4.758 0.00
C -3.405 1.345 -3.929 0.00
H -5.665 -0.256 -1.981 0.00
H -7.185 1.082 -3.435 0.00
H -6.266 2.542 -5.185 0.00
H -3.811 2.736 -5.523 0.00
```

Output
multiplicity: 6
energy relative to the best compared isomer or geometry (same formula, charge and spin): 350.8 kJ/mol
strongest force on any atom: 1.61 eV/A
<S²>: 8.936
orbital gap (alpha / beta): 5.673 / 5.796 eV
electronic energy: -7843.5024 a.u.
net charge: +1
LUMO energy (alpha / beta): -4.30 / -4.33 eV
highest occupied orbital energy (alpha / beta): -0.3666 / -0.3721 Eh

Record 2
Here is a structure of composition CF3HgMgNO4S3 from OMol25. Energies are from wB97M-V/def2-TZVPD.

Structure (XYZ):
```
14
Properties=species:S:1:pos:R:3:lowdin_spin:R:1
Hg 0.691 -1.601 0.098 0.56
N -0.722 -0.253 1.272 0.17
S -2.004 0.370 0.836 0.03
O -1.879 1.309 -0.384 0.00
C -3.071 -0.966 0.065 0.00
F -4.148 -1.167 0.822 0.00
F -2.357 -2.102 0.007 0.02
F -3.460 -0.668 -1.170 0.00
Mg 0.179 1.293 -0.252 0.04
S 3.025 1.334 1.390 0.03
O 1.611 2.203 1.414 0.01
S 2.971 1.433 -0.891 0.02
O 1.744 0.358 -1.041 0.09
O -2.855 1.090 1.864 0.03
```

Output
multiplicity: 2
energy relative to the best compared isomer or geometry (same formula, charge and spin): 0.0 kJ/mol
strongest force on any atom: 4.10 eV/A
<S²>: 0.757
orbital gap (alpha / beta): 6.846 / 4.781 eV
electronic energy: -2241.5529 a.u.
net charge: -1
LUMO energy (alpha / beta): 2.71 / 0.69 eV
highest occupied orbital energy (alpha / beta): -0.1521 / -0.1502 Eh

Record 3
Here is a structure of composition C26H44BrNOP2W from OMol25. Energies are from wB97M-V/def2-TZVPD.

Structure (XYZ):
```
76
Properties=species:S:1:pos:R:3:lowdin_spin:R:1
N -5.124 3.725 -3.691 -0.02
C -4.916 3.893 -2.384 0.00
C -4.082 3.057 -1.640 -0.01
C -3.330 2.050 -2.310 -0.01
C -3.638 1.834 -3.679 -0.01
C -4.533 2.714 -4.322 0.00
C -2.244 1.314 -1.607 0.02
W 0.191 0.117 -1.058 1.68
P 2.365 -0.156 -0.403 0.04
C -0.891 1.765 -1.696 0.01
C -0.099 2.217 -0.495 0.00
C 0.992 3.105 -0.681 0.04
C 1.512 3.803 0.405 0.00
C 1.169 3.416 1.741 0.00
C 0.296 2.311 1.894 0.07
C -0.436 1.753 0.804 -0.02
Br 2.149 4.124 3.114 0.00
H -2.580 0.485 -0.956 0.00
H -0.640 2.365 -2.576 0.00
H -3.969 3.224 -0.577 0.00
H -3.150 1.033 -4.239 0.00
H -5.419 4.744 -1.920 0.00
H -4.732 2.591 -5.390 0.00
H 1.361 3.194 -1.706 0.00
H -1.418 1.290 0.951 0.00
H 2.190 4.629 0.214 0.00
H 0.143 1.899 2.894 0.00
P -1.083 -1.476 -0.048 0.03
C 3.419 1.316 0.072 0.01
C 4.932 1.123 0.255 0.00
H 2.962 1.747 0.981 0.00
H 3.252 2.079 -0.706 0.00
H 5.364 2.007 0.759 0.00
H 5.149 0.270 0.906 0.00
H 5.418 0.995 -0.726 0.00
C 3.402 -1.163 -1.627 0.03
C 4.771 -1.780 -1.280 0.01
H 3.500 -0.502 -2.506 0.00
H 2.731 -1.980 -1.943 0.00
H 5.220 -2.176 -2.205 0.00
H 5.487 -1.052 -0.876 0.00
H 4.677 -2.636 -0.597 0.00
C 2.525 -1.148 1.194 0.02
C 3.853 -1.300 1.941 0.00
H 2.139 -2.147 0.938 0.00
H 1.787 -0.685 1.870 0.00
H 3.721 -2.013 2.769 0.00
H 4.645 -1.709 1.297 0.00
H 4.166 -0.353 2.399 0.00
C -0.726 -2.386 1.476 0.02
C -1.241 -3.834 1.445 0.00
H -1.190 -1.791 2.281 0.00
H 0.358 -2.370 1.654 0.00
H -2.342 -3.888 1.456 0.00
H -0.877 -4.380 0.562 0.00
H -0.875 -4.371 2.331 0.00
C -0.106 -2.276 -1.438 0.05
C -0.958 -3.047 -2.471 0.00
H 0.650 -2.948 -0.994 0.00
H 0.475 -1.475 -2.064 0.02
H -1.517 -3.862 -1.991 0.00
H -1.644 -2.391 -3.014 0.00
H -0.271 -3.493 -3.199 0.00
C -2.857 -1.829 -0.302 0.00
C -3.682 -1.524 0.964 0.00
H -2.960 -2.878 -0.632 0.00
H -3.189 -1.222 -1.159 0.00
H -4.600 -0.981 0.696 0.00
H -3.984 -2.463 1.455 0.00
H -3.132 -0.916 1.706 0.00
C -1.104 0.034 4.780 0.00
O -2.031 0.005 3.697 0.00
H -1.525 0.414 5.725 0.00
H -0.254 0.661 4.489 0.00
H -0.732 -0.983 4.949 0.00
H -2.890 0.278 4.045 0.00
```

Output
multiplicity: 3
strongest force on any atom: 6.86 eV/A
<S²>: 2.079
orbital gap (alpha / beta): 3.528 / 3.919 eV
electronic energy: -4469.0559 a.u.
net charge: +4
LUMO energy (alpha / beta): -16.03 / -15.66 eV
highest occupied orbital energy (alpha / beta): -0.7188 / -0.7196 Eh

Record 4
Here is the molecule C19H20N2O2 from OMol25. Energies are from wB97M-V/def2-TZVPD.

Structure (XYZ):
```
43
Properties=species:S:1:pos:R:3:lowdin_charge:R:1
C -6.442 -0.790 -0.625 -0.06
C -5.060 -0.380 -0.213 -0.30
C -4.091 -0.059 -1.150 -0.05
C -2.820 0.333 -0.769 -0.03
C -2.482 0.410 0.579 -0.26
N -1.241 0.858 1.010 0.06
C -0.076 0.794 0.166 -0.22
C 0.156 2.039 -0.701 -0.01
C 1.621 2.371 -0.522 -0.42
O 2.279 3.169 -1.133 0.12
N 2.102 1.593 0.513 0.04
C 3.481 1.621 0.950 -0.10
C 4.364 0.829 -0.027 -0.11
C 3.789 -0.547 -0.218 -0.24
C 2.908 -0.796 -1.262 -0.05
C 2.302 -2.034 -1.393 -0.08
C 2.573 -3.037 -0.479 -0.09
C 3.455 -2.799 0.561 -0.08
C 4.057 -1.561 0.691 -0.04
C 1.182 0.712 1.023 -0.38
O 1.339 0.023 1.997 0.13
C -3.455 0.086 1.526 -0.02
C -4.719 -0.297 1.133 -0.05
H -6.485 -0.996 -1.691 0.07
H -6.756 -1.681 -0.083 0.08
H -7.155 0.004 -0.400 0.08
H -4.328 -0.115 -2.203 0.11
H -2.096 0.582 -1.528 0.10
H -1.041 0.633 1.977 0.13
H -0.088 -0.113 -0.462 0.16
H -0.072 1.901 -1.757 0.12
H -0.446 2.873 -0.335 0.14
H 3.808 2.662 1.000 0.13
H 3.506 1.169 1.944 0.13
H 5.373 0.775 0.383 0.12
H 4.399 1.361 -0.979 0.12
H 2.697 -0.014 -1.980 0.12
H 1.617 -2.215 -2.210 0.10
H 2.097 -4.001 -0.577 0.10
H 3.670 -3.579 1.276 0.10
H 4.739 -1.376 1.509 0.12
H -3.206 0.138 2.577 0.11
H -5.457 -0.544 1.884 0.11
```

Output
multiplicity: 1
energy relative to the best compared isomer or geometry (same formula, charge and spin): 0.0 kJ/mol
strongest force on any atom: 0.59 eV/A
orbital gap: 8.651 eV
electronic energy: -996.0702 a.u.
net charge: 0
SMILES: Cc1ccc(N[C@H]2CC(=O)N(CCc3ccccc3)C2=O)cc1
LUMO energy: 0.75 eV
highest occupied orbital energy: -0.2903 Eh